DFT (ωB97M-V/def2-TZVPD) results for a 2-piece molecular cluster, C4H5NO2 overall at a distorted geometry.

Net charge: 0
LUMO (eV): 0.29
Energy (eV): -9811.833
HOMO energy (eV): -9.96
Frontier orbital gap (eV): 10.3

Element x y z (Å)
O (-1.8691, -0.3090, 1.2732)
C (1.0733, -1.1699, -0.2498)
C (-1.6762, -0.1734, 0.0843)
C (-0.6189, 0.7118, -0.4757)
H (0.9880, 2.0336, -0.0371)
O (0.3108, -1.8197, -0.8437)
H (-0.5092, 0.7413, -1.5584)
N (1.8969, -0.5101, 0.3799)
C (0.2007, 1.3852, 0.3352)
H (0.0831, 1.3062, 1.4131)
H (-2.2920, -0.7222, -0.6570)
H (2.4126, -1.4738, 0.3359)

Atoms 1-2, force components in eV/Å:
0.039 -0.013 -0.485
-1.503 0.012 -0.775

***

DFT (ωB97M-V/def2-TZVPD) results for one molecule with the formula C16H25I2N5O5.

Net charge: 0
LUMO (eV): -0.47
Energy (eV): -50883.429
HOMO energy (eV): -9.30
Frontier orbital gap (eV): 8.8

Element x y z (Å)
C (-2.6371, 4.2041, 0.3945)
H (1.7766, -1.0585, 0.8182)
H (1.4101, -2.0443, -3.7158)
O (-0.2865, -1.3828, -1.6797)
H (-1.6434, 2.5717, -1.1431)
N (2.2349, -2.0925, -3.1343)
H (1.6549, -4.5454, -0.2228)
H (-0.9266, -1.2623, 2.2117)
H (3.2662, 0.7824, 0.2389)
H (-3.2998, 4.2871, -0.4685)
I (-3.5315, -2.5139, -1.9103)
N (0.8684, 0.4872, -0.9791)
C (-0.9765, -0.1722, 0.3367)
H (0.0340, 0.1846, 2.2456)
H (0.4691, -3.5963, 1.7189)
C (0.5998, 1.5973, -0.0958)
H (-2.3255, -1.7973, 0.7118)
C (-0.9194, 1.3664, 0.2317)
H (-0.7840, 2.9181, 1.7453)
H (-1.6069, 4.3028, 0.0347)
H (-2.8215, 5.0454, 1.0591)
H (3.5076, 1.7068, 1.8183)
N (1.8983, -4.3323, -2.4719)
C (1.9342, -3.5747, 0.1856)
H (-1.6222, 1.4892, 2.2791)
H (1.7984, 0.0929, -1.0032)
C (-3.3340, -0.6771, -0.7773)
C (1.0201, -1.5442, 1.4310)
H (2.4112, -1.1977, -2.7054)
C (-2.4034, -0.7503, 0.4224)
O (-1.5947, 1.6227, -0.9854)
C (-2.8206, 2.8498, 1.0980)
O (2.3246, 3.7484, -1.7876)
O (0.6352, 2.8816, -0.7816)
H (-3.4591, 2.2060, 0.4992)
H (1.2216, 2.3503, 1.8916)
H (2.7022, -3.7634, 0.9429)
C (1.5805, 1.7906, 1.0349)
C (-0.2210, -0.6728, 1.6199)
N (2.5228, -2.7193, -0.8660)
C (-0.1466, -0.4874, -0.8997)
C (0.7288, -2.9448, 0.8780)
N (1.5409, 2.9103, -1.9248)
H (3.5315, -2.7930, -0.7865)
I (-3.9247, 3.1104, 2.9327)
H (1.4762, -1.6598, 2.4203)
H (-0.1292, -2.9377, 0.2012)
C (-1.4973, 2.1539, 1.4243)
H (1.6958, -4.4399, -3.4633)
O (-4.0243, 0.2368, -1.0618)
C (2.8418, 1.4013, 1.0221)
H (-2.9264, -0.2110, 1.2204)
C (2.1766, -3.1274, -2.2050)

Atoms 1-2, force components in eV/Å:
0.132 -0.161 -0.125
-0.121 0.018 -0.011

***

DFT (ωB97M-V/def2-TZVPD) results for a 2-piece molecular cluster, C2H2ClFO2 overall at a distorted geometry.

Net charge: 0
LUMO (eV): -1.54
Energy (eV): -21439.233
HOMO energy (eV): -11.71
Frontier orbital gap (eV): 10.2

Element x y z (Å)
O (1.3154, 0.5263, -0.5901)
F (-0.2742, -0.9054, -1.6485)
Cl (-1.3267, -1.0415, 1.6627)
H (0.9821, 1.3033, -1.1030)
O (-1.2587, 1.2811, 0.5731)
C (-0.7150, 0.2118, 0.6792)
C (0.4644, -0.2298, -0.0257)
H (0.8125, -1.1459, 0.4522)

Atoms 1-2, force components in eV/Å:
1.450 1.615 -0.322
0.584 0.826 3.165

***

DFT (ωB97M-V/def2-TZVPD) results for C14H13F3GaN2O2S2 as an isolated structure.

Net charge: 0
LUMO (spin up / spin down) (eV): 0.37 / 0.17
Energy (eV): -104003.080
HOMO energy (spin up / spin down) (eV): -5.18 / -8.08
Frontier orbital gap (spin up / spin down) (eV): 5.6 / 8.2
2S+1: 2

Element x y z (Å)
H (-1.2911, 0.8953, -4.7288)
H (4.7247, -0.5712, 1.9708)
C (2.6448, -0.7630, 4.6338)
H (-3.7751, -3.9337, -0.1800)
C (-2.6603, -0.2707, 0.2891)
C (-2.1614, -2.5518, 0.1125)
C (-4.4187, -1.8727, -0.0457)
H (-5.4691, -2.0963, -0.1720)
C (1.4756, -0.6139, 3.9493)
H (0.4909, -0.6037, 4.3882)
H (-1.3731, -3.2964, 0.1096)
C (3.8447, -0.7557, 3.9148)
H (-0.9480, 3.1941, -3.7566)
O (0.5382, 0.9676, -2.0244)
H (-1.2318, -0.3848, -3.4974)
C (-0.8832, 2.7210, -2.7755)
C (-0.2482, 1.3701, -2.8757)
O (0.2674, -0.3575, 2.0444)
C (-4.0270, -0.5605, 0.1246)
H (-1.9035, 2.5958, -2.3940)
S (-1.9349, 1.3090, 0.4485)
C (-3.4833, -2.9014, -0.0511)
C (3.8164, -0.5915, 2.5555)
F (-6.3117, 0.0238, 0.1727)
N (1.4703, -0.4668, 2.6020)
Ga (0.0729, -0.0119, 0.0808)
C (-5.0657, 0.5300, 0.0684)
F (-4.9268, 1.4280, 1.0514)
H (-0.3394, 3.3553, -2.0802)
H (4.7899, -0.8751, 4.4277)
F (-5.0169, 1.1976, -1.1030)
N (-1.7755, -1.2884, 0.2804)
S (2.4935, -0.2046, 0.1610)
C (2.6045, -0.4364, 1.8557)
H (0.2121, -0.0180, -4.4292)
C (-0.6679, 0.4284, -3.9678)
H (2.6138, -0.8834, 5.7065)

Atoms 1-2, force components in eV/Å:
0.019 0.016 0.024
-0.005 -0.006 0.014

***

DFT (ωB97M-V/def2-TZVPD) results for a 4-piece molecular cluster, C45H63BN5O5 overall at a distorted geometry.

Net charge: +1
LUMO (eV): -4.28
Energy (eV): -66044.040
HOMO energy (eV): -10.92
Frontier orbital gap (eV): 6.6

Element x y z (Å)
H (-4.3668, 8.6371, -1.4926)
O (-2.0878, 5.8829, 0.6096)
H (-4.0612, 1.0718, 4.2403)
C (-5.5966, 8.7912, -4.6337)
O (-0.6322, -3.9480, 3.8649)
C (-2.7729, -0.5057, 1.1626)
C (-3.1782, 5.0441, 0.1686)
N (0.0214, -0.1850, 0.7043)
C (-5.2985, -0.2805, 7.0719)
H (5.0771, -3.7491, -1.6426)
H (1.9496, -5.2785, -3.4556)
C (-2.3088, 0.3924, 0.2126)
H (5.0753, 3.2677, 0.8817)
H (4.2591, -2.7771, -2.9193)
C (-3.5806, 2.5875, 0.1495)
C (3.6118, -7.0446, -4.4545)
H (4.1969, -4.6852, 2.6599)
H (-4.5932, 7.2488, -3.5256)
H (2.6221, -6.2740, -2.1989)
C (1.7018, -4.4728, 4.3746)
H (4.4792, 1.1225, -2.7797)
C (-4.9781, 8.2628, -3.5140)
H (-2.1192, -4.3246, 2.5656)
H (-1.3101, 1.0809, -2.6979)
N (-5.9643, 10.8556, -3.4701)
C (-4.0851, -0.6756, 7.6088)
H (5.3211, 3.1490, -1.5986)
H (0.2485, -5.7654, 1.5765)
H (1.9735, -2.5106, -2.9641)
C (4.1303, 1.3405, 0.9931)
B (-0.2406, 1.4754, -1.0896)
C (1.6974, -3.2123, -2.1740)
O (-0.8794, 1.8199, -2.2510)
C (-4.8544, 9.0344, -2.3735)
C (-2.1487, -2.1983, 2.9450)
H (2.1089, 3.8997, -0.2332)
C (4.3948, 1.2126, -1.7022)
H (-1.9582, -0.6975, 7.2748)
H (-3.7484, 5.5363, -0.6270)
N (-0.5151, -0.9854, 1.6179)
C (1.3143, 3.2400, 0.1241)
H (-0.3926, 6.9906, -1.8917)
H (-2.0931, 7.1087, -2.4041)
C (-1.7868, -1.1971, 1.8702)
H (3.4464, -4.0845, -5.0281)
H (1.8202, 1.2093, -0.4706)
H (1.4893, -2.6522, -1.2539)
H (1.3862, -4.8312, 5.3569)
H (5.8666, -6.8515, -3.5429)
H (-3.8323, 4.9171, 1.0331)
H (-4.6361, 2.8150, -0.0276)
H (-3.4747, 2.4158, 1.2271)
C (-1.7888, 6.8656, -0.3100)
H (-3.1966, 1.2580, -1.5974)
C (-3.3490, 1.1920, -0.5225)
H (-3.2170, -2.4001, 2.8480)
H (4.6438, -5.2211, -5.7424)
C (1.2193, 2.0368, -0.8676)
H (-1.6624, 3.5616, 0.1173)
H (-2.0000, -1.7794, 3.9472)
H (4.0039, 1.3495, 2.0675)
C (4.3158, -4.7189, -4.8307)
C (0.7025, -3.4639, 3.8330)
C (-2.6404, 3.6798, -0.3531)
H (4.6575, -4.0404, 0.3675)
H (-6.5605, 10.5556, -5.4070)
C (-5.3096, 0.3603, 5.8433)
H (-5.2952, 10.9718, -1.5387)
C (4.1513, -3.2595, -1.9479)
C (2.7184, -4.5663, -0.3745)
C (3.6761, -4.4328, 0.6000)
C (4.8620, 2.3415, -1.0450)
H (-1.4414, 5.5149, -2.0492)
H (-3.8150, -0.6928, 1.3836)
H (-4.0332, -1.1780, 8.5646)
H (-2.6086, 3.7304, -1.4395)
C (-1.3881, 6.5668, -1.7685)
C (-0.8878, 0.4793, 0.0267)
H (0.6830, -5.2163, -0.7276)
C (-1.3745, -3.5432, 2.7454)
H (2.6391, -3.9149, 4.5204)
H (-0.7750, -3.4901, 1.8261)
H (4.0097, -2.4438, -1.2288)
H (1.0228, -3.1280, 2.8356)
C (5.3278, -6.1283, -2.9263)
C (3.7006, 0.2585, 0.2409)
H (0.8023, -3.7897, -2.4126)
H (3.4072, -7.8492, -3.7415)
C (-5.3654, 10.3243, -2.4056)
C (-4.0990, 0.5747, 5.2053)
H (0.3968, 3.8150, 0.2418)
C (-6.0705, 10.0918, -4.5580)
H (0.7554, -2.5803, 4.4960)
N (3.8215, 0.1801, -1.0846)
O (-1.8174, 8.0031, 0.0528)
H (3.2323, -0.5991, 0.7168)
C (1.2315, -5.4012, 1.2884)
C (2.1999, -5.2744, 2.2611)
H (5.1355, -6.4943, -1.9168)
C (-2.9301, -0.4095, 6.8896)
H (2.7253, -6.8307, -5.0622)
C (2.9157, -4.1598, -1.8506)
O (1.8448, -5.6186, 3.5522)
H (-5.7092, 8.2136, -5.5409)
C (3.4189, -4.7903, 1.9087)
H (-6.2359, 0.6867, 5.3906)
C (1.4839, -5.0733, -0.0106)
H (5.9742, -5.2455, -2.8981)
H (1.6727, 2.8598, 1.0845)
H (-6.2227, -0.4682, 7.6031)
H (0.1641, -1.4924, 2.1836)
H (1.6538, 2.2682, -1.8439)
H (-4.2937, 0.6535, -0.3906)
C (2.8311, -5.3883, -2.8141)
H (5.1287, -4.0526, -4.5220)
C (4.0359, -5.7423, -3.6989)
H (4.4179, -7.3468, -5.1273)
N (-2.9181, 0.2039, 5.7047)
C (4.7243, 2.4038, 0.3317)

Atoms 1-2, force components in eV/Å:
-0.016 0.154 0.073
-0.442 -0.128 -0.983

***

DFT (ωB97M-V/def2-TZVPD) results for one molecule with the formula C18H28N2O5S at a distorted geometry.

Net charge: 0
LUMO (eV): 0.31
Energy (eV): -43173.318
HOMO energy (eV): -8.36
Frontier orbital gap (eV): 8.7

Element x y z (Å)
C (-3.0195, -2.0982, 0.8472)
C (1.0828, 0.8053, -2.8702)
H (-2.0513, 2.6821, -3.5781)
H (-4.2215, -1.5549, 2.5381)
H (-1.9851, -4.0373, -0.6071)
C (-2.5950, -0.1495, 2.4299)
C (2.1339, 2.5407, -0.7840)
C (3.3992, -0.9811, 3.2244)
H (-0.9191, -0.2262, 1.1945)
C (2.0627, -0.9055, 3.5741)
N (-1.1811, -0.0972, 2.1599)
H (-1.9992, 0.8995, -3.4845)
C (2.8085, 1.1919, -1.0764)
C (1.5940, 0.2518, 1.5108)
C (1.8370, 0.1782, -1.6969)
C (1.4266, 3.0472, -2.0384)
C (-1.7070, -2.2834, -1.8536)
O (3.5272, 0.6663, 0.0225)
H (-1.2082, -2.7356, -2.7068)
H (2.4012, -0.6904, -2.0423)
N (0.4718, 2.0742, -2.5322)
C (-1.4120, -3.0958, -0.5913)
H (4.1082, -1.4550, 3.8868)
H (1.1150, -0.1621, -0.9583)
H (-2.7753, -2.2471, -2.0559)
H (0.8676, 3.9560, -1.8171)
H (-3.1019, 0.5406, 1.7487)
C (2.9353, 0.1754, 1.1573)
H (4.8706, -0.4966, 1.7371)
H (-3.3824, -1.3472, 0.1300)
C (-0.2723, -0.2284, 3.1489)
H (-1.3416, -1.2693, -1.7106)
H (0.8702, 0.7471, 0.8868)
O (-0.9784, 0.7488, -0.8462)
C (3.8326, -0.4504, 2.0273)
O (-1.1434, 3.1951, -0.9384)
H (3.6096, 1.3815, -1.8077)
S (-0.9349, 1.9593, -1.6252)
H (-2.7388, 0.1812, 3.4618)
H (2.1430, 3.2476, -2.8409)
H (2.8924, 3.2551, -0.4600)
H (0.2899, 0.1337, -3.2025)
O (-0.5807, -0.2663, 4.3289)
H (1.7009, -1.3060, 4.5081)
H (-0.3465, -3.3368, -0.5461)
C (1.1582, -0.2970, 2.7144)
H (-3.1464, 1.8120, -2.4770)
H (-2.6344, -2.2332, 2.9487)
H (1.3935, 2.4520, 0.0096)
H (-3.6248, -3.0119, 0.7275)
O (-1.6617, -2.3998, 0.6037)
H (1.7621, 0.9858, -3.7099)
C (-2.1674, 1.8180, -2.9392)
C (-3.1641, -1.5640, 2.2698)

Atoms 1-2, force components in eV/Å:
-0.247 -0.099 0.222
0.102 -0.637 0.018